C52H100FInNO11 as an isolated structure. Source: OMol25; level of theory: the ωB97M-V functional and the def2-TZVPD basis.

Last column: Löwdin charge in e.
Geometry (Å):
1 C 7.07802 -4.22144 0.92655  -0.1497
2 C 8.16186 -3.31718 0.04504  -0.2595
3 C 7.98806 -1.73346 0.43333  -0.2298
4 C 6.72229 -0.98488 -0.33793  -0.2065
5 C 7.04447 -0.60249 -1.90500  -0.2262
6 C 6.04592 0.51996 -2.56028  -0.2298
7 C 4.44881 0.28321 -2.27980  -0.2106
8 C 3.69117 1.76136 -2.11215  -0.2975
9 C 3.32746 2.10512 -0.52414  -0.3055
10 In 1.09609 2.20207 -0.12243  0.8068
11 F 0.06818 1.16316 -1.68087  -0.5527
12 C 0.45296 4.41620 0.01543  -0.3216
13 C -0.80880 4.75566 -0.97968  -0.3424
14 C -0.14302 5.47105 -2.33150  -0.1539
15 C 0.47791 1.28828 1.88813  -0.3079
16 C 0.01927 -0.27904 1.74026  -0.2871
17 C -1.54603 -0.56896 2.19884  -0.2478
18 N -2.50966 -0.61454 0.99849  -0.0842
19 C -2.36166 -2.02028 0.45958  -0.2381
20 C -3.21820 -2.33302 -0.90481  -0.0686
21 C -2.66203 -1.81292 -2.36565  0.0031
22 C -3.46141 -2.14051 -3.79525  -0.0747
23 C -4.87787 -3.02032 -3.75654  -0.0757
24 C -5.44700 -3.53715 -2.29574  -0.0097
25 C -4.63751 -3.20617 -0.87368  -0.1329
26 O -5.23974 -3.75870 0.35891  -0.1192
27 H 7.40504 -5.36719 0.98030  0.0494
28 H 6.03694 -4.14877 0.39362  0.0670
29 H 6.97164 -3.76397 2.02039  0.0773
30 H 8.06507 -3.53486 -1.12445  0.1110
31 H 9.23367 -3.68954 0.40816  0.0998
32 H 7.81787 -1.67246 1.61334  0.1074
33 H 9.02916 -1.21612 0.22103  0.0708
34 H 5.85381 -1.80322 -0.36823  0.1058
35 H 6.32239 -0.07884 0.30381  0.1158
36 H 7.15342 -1.56609 -2.59913  0.1119
37 H 8.13490 -0.11617 -1.90151  0.1071
38 H 6.19341 0.44514 -3.74261  0.1088
39 H 6.42635 1.60151 -2.27259  0.1057
40 H 3.95617 -0.20902 -3.23172  0.1060
41 H 4.19418 -0.32351 -1.31235  0.0960
42 H 2.72611 1.83618 -2.80588  0.0931
43 H 4.42124 2.61087 -2.49784  0.0841
44 H 3.93339 1.39287 0.17964  0.0197
45 H 3.74775 3.20234 -0.31493  0.0327
46 H 1.38441 5.09302 -0.19442  0.0192
47 H 0.09966 4.66457 1.12218  0.0320
48 H -1.51483 5.55674 -0.48518  0.0809
49 H -1.48112 3.82647 -1.23584  0.0932
50 H 0.26972 4.60408 -3.02879  0.0821
51 H 0.78253 6.15730 -2.06701  0.0663
52 H -0.93598 6.15513 -2.85367  0.0332
53 H -0.43659 1.90969 2.29004  0.0292
54 H 1.37714 1.35665 2.63519  0.0280
55 H 0.23972 -0.60603 0.63786  0.0816
56 H 0.69521 -0.90046 2.48741  0.0974
57 H -1.52621 -1.63936 2.72654  0.0969
58 H -1.86806 0.20547 3.01680  0.1144
59 H -3.46531 -0.45403 1.42357  0.1058
60 H -1.22880 -2.30105 0.21162  0.1411
61 H -2.72461 -2.77105 1.28210  0.0938
62 H -1.63352 -1.21199 -2.43116  0.1048
63 H -3.04918 -1.80078 -4.83633  0.0675
64 H -5.42300 -3.26642 -4.78774  0.0737
65 H -6.43497 -4.16420 -2.25342  0.0562
66 H -4.50885 -4.09566 0.98863  0.1145
67 C -6.91249 -2.61511 3.00812  -0.0277
68 C -8.19064 -2.11790 3.62870  -0.4890
69 O -8.30261 -0.95595 4.01628  0.0394
70 C -9.32653 -3.09739 3.75702  -0.0239
71 H -6.18151 -1.80008 2.98062  0.0858
72 H -6.50252 -3.43265 3.60635  0.0882
73 H -7.10192 -2.94971 1.98505  0.0770
74 H -9.02404 -3.93643 4.38863  0.0850
75 H -9.62344 -3.45349 2.76734  0.0884
76 H -10.18403 -2.59969 4.22232  0.0735
77 C 11.83296 1.65662 0.41293  -0.0184
78 C 11.92249 0.17856 0.14213  -0.4683
79 O 10.93034 -0.47282 -0.18068  0.0275
80 C 13.27288 -0.47186 0.28180  -0.0205
81 H 10.79880 1.98898 0.27369  0.0842
82 H 12.13136 1.86424 1.44355  0.0836
83 H 12.47261 2.20169 -0.28584  0.0794
84 H 13.63539 -0.35903 1.30663  0.0556
85 H 13.97664 -0.02159 -0.42276  0.0878
86 H 13.18619 -1.54011 0.05627  0.0818
87 C -9.13479 -4.14439 -5.27968  -0.0220
88 C -8.93185 -5.06446 -4.10567  -0.4782
89 O -7.82163 -5.21794 -3.59899  0.0337
90 C -10.13979 -5.78975 -3.57563  -0.0273
91 H -8.17702 -3.68972 -5.55410  0.0783
92 H -9.51087 -4.71105 -6.13513  0.0851
93 H -9.83536 -3.34942 -5.01183  0.0881
94 H -10.56062 -6.42972 -4.35523  0.0840
95 H -10.88511 -5.06809 -3.23193  0.0865
96 H -9.84331 -6.41777 -2.72875  0.0846
97 C -11.61530 0.68665 4.44736  -0.0220
98 C -12.80721 -0.08169 4.95236  -0.4846
99 O -13.25395 -1.04642 4.33383  0.0284
100 C -13.43163 0.37612 6.24334  -0.0274
101 H -11.27005 0.24386 3.50710  0.0851
102 H -11.89501 1.72677 4.26225  0.0861
103 H -10.80349 0.63478 5.17727  0.0892
104 H -13.79224 1.40243 6.13819  0.0853
105 H -12.70072 0.31044 7.05321  0.0869
106 H -14.28156 -0.27104 6.48486  0.0827
107 C -3.93231 8.20408 -5.67543  -0.0325
108 C -3.72937 7.28401 -4.50142  -0.4798
109 O -2.61915 7.13053 -3.99475  0.0450
110 C -4.93731 6.55872 -3.97139  -0.0328
111 H -2.97454 8.65875 -5.94985  0.0813
112 H -4.30839 7.63742 -6.53088  0.0820
113 H -4.63288 8.99905 -5.40758  0.0816
114 H -5.35814 5.91875 -4.75098  0.0890
115 H -5.68264 7.28038 -3.62768  0.0715
116 H -4.64083 5.93070 -3.12450  0.0873
117 C 13.35159 -0.54183 4.92959  -0.0226
118 C 14.56799 0.03091 4.25259  -0.4882
119 O 14.46667 0.75870 3.26622  0.0387
120 C 15.91329 -0.32143 4.82891  -0.0279
121 H 12.45153 -0.20322 4.40558  0.0867
122 H 13.38662 -1.63358 4.89499  0.0875
123 H 13.30486 -0.19498 5.96498  0.0866
124 H 16.06240 -1.40340 4.78980  0.0855
125 H 15.98063 0.03520 5.85979  0.0852
126 H 16.69888 0.16223 4.23862  0.0845
127 C 9.67173 5.69404 -0.27492  -0.0248
128 C 10.62701 5.29045 -1.36606  -0.4881
129 O 11.64968 4.65426 -1.11648  0.0380
130 C 10.28284 5.69558 -2.77444  -0.0275
131 H 10.04832 5.33414 0.68841  0.0837
132 H 9.59246 6.78327 -0.23466  0.0847
133 H 8.69085 5.24729 -0.45600  0.0911
134 H 10.23079 6.78491 -2.84548  0.0841
135 H 9.32918 5.24894 -3.06682  0.0893
136 H 11.06157 5.33667 -3.45583  0.0830
137 C 10.30625 -8.38075 1.26296  -0.0295
138 C 9.55419 -7.68321 0.16122  -0.4828
139 O 8.41962 -7.24371 0.34136  0.0380
140 C 10.24386 -7.54438 -1.16965  -0.0263
141 H 9.68592 -8.40764 2.16508  0.0848
142 H 10.53474 -9.40703 0.96484  0.0829
143 H 11.22654 -7.83559 1.48743  0.0842
144 H 10.46955 -8.53345 -1.57611  0.0830
145 H 11.16135 -6.96201 -1.05352  0.0856
146 H 9.58244 -7.02090 -1.86824  0.0872
147 C -16.26662 -3.29398 1.91714  -0.0285
148 C -15.67515 -2.30084 0.95285  -0.4917
149 O -15.66205 -2.51635 -0.25804  0.0416
150 C -15.10005 -1.03384 1.52737  -0.0266
151 H -16.64305 -4.15931 1.36139  0.0815
152 H -15.49941 -3.63450 2.61698  0.0865
153 H -17.09902 -2.83638 2.45771  0.0835
154 H -14.28086 -1.27373 2.20986  0.0608
155 H -15.88047 -0.47561 2.05060  0.0872
156 H -14.70887 -0.41195 0.71512  0.0849
157 C -7.50616 6.18290 0.25078  -0.0264
158 C -7.60171 5.62065 -1.14233  -0.4819
159 O -7.40628 6.32631 -2.13062  0.0352
160 C -7.94589 4.16160 -1.27958  -0.0235
161 H -7.25107 7.24652 0.19604  0.0839
162 H -8.46766 6.07954 0.75988  0.0828
163 H -6.72246 5.66348 0.80803  0.0900
164 H -8.92700 3.96824 -0.83863  0.0834
165 H -7.18181 3.55218 -0.79048  0.0918
166 H -7.98013 3.89518 -2.34136  0.0852

Its charge is -1. For the LUMO energy, the calculation gives 0.059 Eh. The orbital gap comes out at 5.85 eV. The calculation puts the maximum force at 4.698 eV/Å. The value obtained for the total energy is -3213.14493 Ha.